Below is C23H23BrN2O4S in the gas phase at a distorted geometry, with properties calculated with ωB97M-V with the def2-TZVPD basis set.

Geometry as ORCA input:
```
! wB97M-V def2-TZVPD RIJCOSX def2/J DEFGRID3
* xyz 0 1
Br -2.41 4.15 2.24
S 0.40 -2.40 1.11
O 0.40 -3.52 0.22
O -0.10 -2.57 2.44
O 1.60 0.76 -0.39
O 0.73 2.75 -0.95
N -0.53 -1.26 0.32
N -0.63 -0.05 -2.21
C -5.13 -2.31 -1.51
C -1.59 0.85 -0.13
C -1.34 1.53 2.57
C -1.87 2.42 1.66
C -3.85 -2.78 -1.76
C 4.11 -1.29 0.06
C 2.45 -0.96 2.25
C 1.24 3.33 0.24
C -2.02 2.08 0.33
C 5.91 0.09 1.12
C 3.71 -0.38 2.24
C -2.97 -0.55 -1.58
C 2.04 -1.69 1.16
C 0.97 1.46 -1.15
C 0.36 0.98 -2.46
C -0.90 0.30 2.12
C -1.84 0.46 -1.57
C 4.55 -0.53 1.14
C -2.78 -1.90 -1.80
C -4.26 -0.09 -1.34
C 2.86 -1.87 0.06
C -0.99 -0.05 0.78
C -5.33 -0.96 -1.30
H 2.50 -2.46 -0.77
H -1.26 1.79 3.61
H 6.03 0.80 1.94
H 6.67 -0.69 1.23
H 2.28 3.62 0.10
H 1.18 2.61 1.06
H -0.50 -0.42 2.81
H -6.33 -0.59 -1.10
H 4.04 0.20 3.09
H 6.09 0.60 0.18
H 0.63 4.21 0.45
H -3.68 -3.83 -1.92
H 1.80 -0.86 3.10
H -1.79 -2.30 -1.98
H -4.43 0.97 -1.16
H 4.76 -1.42 -0.80
H -5.96 -3.00 -1.48
H 1.16 0.54 -3.05
H -0.06 1.86 -2.98
H -0.42 -1.29 -0.69
H -0.89 -0.50 -3.09
H -2.46 2.79 -0.36
H -2.19 1.37 -2.10
*
```

Computed properties:
Frontier orbital gap = 8.65 eV
Structure (SMILES) = COC(=O)CN[C@@H](c1ccccc1)c1cc(Br)ccc1NS(=O)(=O)c1ccc(C)cc1
Calculated total energy = -4272.937669 Ha

Results of the natural (NBO) charge analysis, in e, for atoms 1 through 2:
1. Br 0.04
2. S 2.32